Entry from the Open Molecules 2025 dataset: an isolated ion of composition C6H13N5 and charge +2 at a distorted geometry (wB97M-V/def2-TZVPD).

The energy relative to the best compared isomer or geometry (same formula, charge and spin) is 86.4 kcal per mole. As for the charge: +2. The calculation puts the LUMO energy at -7.23 eV. For the orbital gap, the calculation gives 8.50 eV. Its HOMO energy is -15.729 eV.

```
24
Properties=species:S:1:pos:R:3:lowdin_charge:R:1
C -1.355 1.935 0.227 -0.080
C 0.282 -0.589 0.284 0.033
C 0.748 0.654 -0.067 -0.302
C 1.598 -1.403 0.401 -0.039
C 2.181 0.932 0.161 -0.134
C -2.377 -0.320 -0.157 -0.421
N -0.122 1.776 0.006 0.131
N -2.321 1.013 0.273 0.179
N -2.745 -1.253 0.681 0.259
N -2.369 -0.650 -1.418 0.262
N 2.767 -0.347 0.051 0.084
H -1.625 2.954 0.607 0.199
H 1.705 -1.771 1.396 0.115
H 1.610 -2.164 -0.313 0.096
H 2.814 1.688 -0.455 0.190
H 2.260 1.069 1.221 0.144
H 0.327 2.692 -0.153 0.196
H -3.061 1.313 0.894 0.182
H -2.873 -2.132 0.306 0.118
H -3.034 -1.014 1.593 0.145
H -2.531 -1.707 -1.576 0.204
H -2.157 -0.150 -2.217 0.122
H 3.584 -0.548 0.522 0.155
H 3.016 -0.428 -0.902 0.164
```

Entry from the Open Molecules 2025 dataset: C47H44BN8O2P2S2W as an isolated structure at a distorted geometry (wB97M-V/def2-TZVPD).

As for the charge: +2. As for the spin multiplicity: 4. The calculation puts the LUMO energy (spin up / spin down) at -5.91 / -8.29 eV. For the orbital gap (spin up / spin down), the calculation gives 7.26 / 4.88 eV. Its HOMO energy (spin up / spin down) is -13.173 / -13.177 eV.

```
107
Properties=species:S:1:pos:R:3:lowdin_spin:R:1
W -0.928 -0.266 -0.300 1.615
C -1.938 -4.091 -0.195 0.002
C -2.841 -2.978 0.194 0.004
C -4.215 -3.083 0.415 0.004
C -4.601 -1.850 0.889 0.002
N -3.526 -1.054 0.950 0.013
N -2.425 -1.740 0.514 0.007
B -3.438 0.333 1.662 0.002
N -3.240 1.462 0.637 0.010
C -3.977 2.559 0.401 0.021
C -3.370 3.279 -0.605 0.005
C -2.237 2.543 -0.959 0.014
C -1.247 2.871 -2.018 0.005
N -2.172 1.450 -0.182 0.021
N -2.138 0.237 2.501 0.005
C -1.915 0.293 3.821 0.011
C -0.614 -0.074 4.075 0.003
C -0.065 -0.366 2.829 0.013
C 1.315 -0.835 2.549 0.008
N -0.997 -0.173 1.876 0.013
N -4.727 0.624 2.405 0.000
C -5.051 1.100 3.638 0.000
C -6.404 1.296 3.686 0.000
C -6.877 0.926 2.404 0.000
C -8.264 0.956 1.893 0.000
N -5.852 0.540 1.670 0.000
H -2.315 -4.591 -1.083 0.000
H -1.923 -4.829 0.607 0.000
H -0.921 -3.756 -0.383 0.002
H -4.832 -3.941 0.250 0.000
H -5.574 -1.491 1.160 0.000
H -4.872 2.774 0.947 0.001
H -3.689 4.211 -1.022 0.000
H -1.495 3.831 -2.459 0.000
H -1.255 2.122 -2.813 0.002
H -0.240 2.926 -1.605 0.001
H -2.669 0.579 4.517 0.001
H -0.145 -0.148 5.032 0.000
H 1.635 -1.517 3.334 0.001
H 2.009 0.008 2.559 0.000
H 1.379 -1.327 1.574 0.005
H -4.334 1.301 4.403 0.000
H -6.989 1.640 4.511 0.000
H -8.939 1.329 2.657 0.000
H -8.583 -0.041 1.590 0.000
H -8.332 1.600 1.015 0.000
O -2.666 -0.657 -1.724 0.029
C -1.585 -0.932 -2.309 0.028
O -0.682 -0.013 -2.361 0.088
C -1.236 -2.256 -2.876 0.008
C -2.054 -2.972 -3.734 0.003
C -1.612 -4.190 -4.227 0.003
C -0.369 -4.684 -3.863 0.008
C 0.439 -3.987 -2.975 0.002
C 0.013 -2.763 -2.484 0.025
P 0.973 -1.692 -1.340 0.030
C 1.917 -0.817 -2.674 0.067
C 2.508 -1.532 -3.711 -0.004
C 3.112 -0.862 -4.765 0.042
C 3.135 0.526 -4.801 0.014
C 2.557 1.246 -3.771 0.020
C 1.956 0.579 -2.718 0.070
C 2.151 -2.858 -0.576 0.002
C 3.476 -2.977 -0.984 -0.001
C 4.326 -3.841 -0.317 0.000
C 3.871 -4.592 0.753 0.001
C 2.552 -4.479 1.165 0.000
C 1.701 -3.608 0.512 0.002
H -3.007 -2.558 -4.024 0.000
H -2.235 -4.748 -4.909 0.000
H -0.024 -5.623 -4.263 0.000
H 1.389 -4.395 -2.664 0.000
H 2.489 -2.612 -3.719 -0.001
H 3.552 -1.430 -5.569 0.002
H 3.590 1.040 -5.634 0.000
H 2.551 2.327 -3.787 0.000
H 1.456 1.154 -1.951 0.001
H 3.850 -2.384 -1.803 0.000
H 5.352 -3.917 -0.638 0.000
H 4.549 -5.250 1.273 0.000
H 2.199 -5.058 2.005 0.000
H 0.677 -3.514 0.858 0.002
S 3.724 0.069 -0.378 0.640
P 2.799 1.681 0.350 0.054
S 0.728 1.593 0.437 -0.004
C 3.201 3.219 -0.540 0.001
C 4.349 3.301 -1.316 0.000
C 4.700 4.522 -1.867 0.000
C 3.917 5.642 -1.644 0.000
C 2.770 5.550 -0.869 0.000
C 2.411 4.339 -0.307 -0.001
C 3.490 1.975 2.018 0.032
C 2.724 2.541 3.028 0.004
C 3.323 2.833 4.242 0.004
C 4.669 2.567 4.439 0.003
C 5.426 2.000 3.424 0.001
C 4.841 1.702 2.207 0.020
H 4.958 2.427 -1.490 -0.001
H 5.591 4.596 -2.471 0.000
H 4.203 6.590 -2.074 0.000
H 2.158 6.422 -0.697 0.000
H 1.527 4.253 0.309 0.000
H 1.676 2.746 2.862 0.000
H 2.736 3.276 5.033 0.000
H 5.137 2.804 5.382 0.000
H 6.473 1.789 3.575 0.000
H 5.427 1.256 1.417 0.010
```

Entry from the Open Molecules 2025 dataset: a 11-piece molecular cluster, C69H161N11O11 overall at a distorted geometry (wB97M-V/def2-TZVPD).

The energy relative to the best compared isomer or geometry (same formula, charge and spin) is 44.5 kcal per mole. The SMILES is CC1(C)CCCC(C)(C)N1O.CC1(C)CCCC(C)(C)N1O.CC1(C)CCCC(C)(C)N1O.CC1(C)CCCC(C)(C)N1O.CC1(C)CCCC(C)(C)N1O.COC[C@H](C)N.COC[C@H](C)N.COC[C@H](C)N.COC[C@H](C)N.COC[C@H](C)N.COC[C@H](C)N. The calculation puts the LUMO energy at 0.45 eV. For the orbital gap, the calculation gives 8.48 eV. Its HOMO energy is -8.037 eV.

```
252
Properties=species:S:1:pos:R:3:lowdin_charge:R:1
C -0.424 -2.227 -4.419 -0.037
C -0.613 -1.460 -5.671 -0.474
C -0.848 0.057 -5.261 -0.097
C -0.496 1.081 -6.396 -0.181
C 0.893 0.870 -6.867 -0.167
C 1.003 -0.501 -7.525 -0.503
N 0.643 -1.538 -6.488 -0.060
O 0.729 -2.851 -7.051 -0.024
C 0.199 -0.589 -8.847 -0.020
C 2.506 -0.716 -7.763 -0.045
C -1.928 -1.908 -6.389 -0.016
H -1.316 -2.030 -3.799 0.089
H 0.382 -1.817 -3.879 0.040
H -0.230 -3.287 -4.573 0.100
H -1.895 0.245 -5.006 0.107
H -0.198 0.216 -4.443 0.078
H -0.615 2.175 -5.985 0.136
H -1.224 1.083 -7.127 0.067
H 1.514 0.796 -5.930 0.126
H 1.435 1.609 -7.525 0.144
H -0.584 0.138 -9.067 0.072
H 0.950 -0.526 -9.675 0.089
H -0.332 -1.551 -9.021 0.077
H 2.873 -0.047 -8.553 0.088
H 3.099 -0.615 -6.846 0.080
H 2.629 -1.729 -8.097 0.071
H -2.701 -1.722 -5.675 0.068
H -1.974 -2.938 -6.601 0.058
H -2.059 -1.461 -7.351 0.072
H -0.110 -3.128 -7.400 0.059
C -2.297 6.489 -0.783 -0.004
C -2.452 5.122 -1.610 -0.467
C -2.531 5.439 -3.093 -0.144
C -1.150 5.863 -3.626 -0.213
C -0.160 4.798 -3.476 -0.166
C -0.040 4.366 -1.988 -0.455
N -1.426 4.049 -1.441 -0.046
O -1.258 3.714 -0.061 -0.060
C 0.700 3.056 -2.035 -0.046
C 0.808 5.446 -1.219 -0.012
C -3.794 4.438 -1.227 -0.040
H -1.922 6.308 0.242 0.079
H -3.286 6.860 -0.550 0.065
H -1.647 7.235 -1.234 0.060
H -2.910 4.540 -3.628 0.125
H -3.276 6.249 -3.262 0.133
H -0.930 6.795 -3.069 0.099
H -1.141 6.152 -4.701 0.124
H 0.765 5.093 -3.959 0.127
H -0.540 3.934 -4.050 0.112
H 1.646 3.087 -2.478 0.066
H 0.768 2.600 -1.038 0.082
H 0.129 2.389 -2.676 0.075
H 0.614 5.233 -0.157 0.065
H 1.878 5.223 -1.293 0.073
H 0.670 6.518 -1.476 0.083
H -4.078 3.562 -1.842 0.066
H -4.628 5.192 -1.257 0.102
H -3.739 4.041 -0.228 0.040
H -1.361 2.745 -0.103 0.071
C 1.982 -4.890 -0.912 -0.033
C 3.319 -4.881 -0.215 -0.505
C 3.492 -6.397 0.279 -0.106
C 4.905 -6.603 0.763 -0.203
C 5.962 -6.449 -0.336 -0.095
C 5.759 -4.991 -0.957 -0.470
N 4.344 -4.595 -1.215 -0.083
O 4.241 -3.283 -1.783 -0.046
C 6.484 -4.006 -0.072 -0.038
C 6.338 -5.150 -2.395 -0.043
C 3.347 -3.982 0.976 -0.017
H 1.697 -4.023 -1.569 0.099
H 1.166 -5.170 -0.274 0.047
H 2.110 -5.669 -1.649 0.082
H 2.766 -6.583 1.101 0.125
H 3.413 -7.063 -0.568 0.115
H 4.978 -7.619 1.097 0.101
H 5.062 -5.911 1.615 0.106
H 5.748 -7.144 -1.085 0.096
H 6.884 -6.445 0.141 0.096
H 7.566 -4.001 -0.277 0.092
H 6.140 -2.938 -0.114 0.087
H 6.432 -4.212 1.002 0.071
H 6.210 -4.137 -2.875 0.079
H 7.417 -5.424 -2.398 0.089
H 5.750 -5.820 -3.043 0.085
H 2.681 -4.387 1.684 0.040
H 2.947 -2.950 0.826 0.078
H 4.371 -3.909 1.438 0.090
H 4.318 -2.640 -1.064 0.043
C 5.152 5.844 4.914 -0.044
C 3.893 6.143 4.132 -0.510
C 4.111 7.175 3.065 -0.135
C 5.011 6.618 1.903 -0.160
C 4.349 5.350 1.334 -0.142
C 3.943 4.276 2.377 -0.458
N 3.284 4.913 3.510 -0.076
O 3.134 3.967 4.570 -0.057
C 2.844 3.408 1.602 -0.006
C 5.192 3.474 2.809 -0.015
C 2.795 6.674 5.100 -0.024
H 6.036 5.561 4.301 0.067
H 5.051 5.077 5.647 0.069
H 5.572 6.699 5.528 0.109
H 3.193 7.462 2.591 0.112
H 4.610 8.065 3.384 0.112
H 5.988 6.386 2.361 0.096
H 5.169 7.336 1.100 0.106
H 4.824 4.957 0.439 0.117
H 3.423 5.776 0.887 0.111
H 2.571 2.521 2.150 0.043
H 1.926 3.925 1.497 0.043
H 3.251 3.061 0.645 0.076
H 5.043 2.929 3.746 0.082
H 5.426 2.716 2.049 0.079
H 6.017 4.181 2.953 0.062
H 2.763 6.101 6.030 0.080
H 1.845 6.519 4.539 0.080
H 2.867 7.753 5.287 0.084
H 2.176 3.775 4.592 0.059
C -7.135 -0.254 2.703 -0.039
C -6.655 1.095 3.119 -0.558
C -6.467 1.177 4.616 -0.144
C -5.777 2.454 5.120 -0.135
C -4.329 2.670 4.435 -0.092
C -4.547 2.556 2.923 -0.518
N -5.270 1.309 2.610 -0.036
O -5.283 1.133 1.151 -0.060
C -5.139 3.865 2.396 -0.024
C -3.163 2.429 2.289 -0.031
C -7.713 2.129 2.678 -0.029
H -6.418 -1.027 2.973 0.084
H -7.380 -0.284 1.633 0.085
H -8.095 -0.429 3.227 0.098
H -7.508 1.100 4.979 0.127
H -5.898 0.324 5.011 0.128
H -5.612 2.362 6.201 0.106
H -6.344 3.341 4.926 0.080
H -3.587 1.978 4.821 0.107
H -3.956 3.699 4.618 0.124
H -5.527 3.754 1.368 0.077
H -6.061 4.149 2.960 0.072
H -4.327 4.587 2.459 0.096
H -2.373 2.963 2.771 0.051
H -2.931 1.404 2.263 0.051
H -3.211 2.698 1.261 0.050
H -8.746 1.786 2.890 0.096
H -7.685 2.309 1.562 0.097
H -7.634 3.099 3.162 0.058
H -5.941 1.800 0.797 0.094
C -4.060 -4.134 -4.236 -0.076
C -5.233 -4.389 -3.311 -0.425
C -5.875 -2.977 -2.893 -0.162
O -5.007 -2.223 -2.035 -0.227
C -5.575 -1.640 -0.864 -0.106
N -6.346 -5.101 -3.904 0.012
H -4.438 -3.500 -5.054 0.073
H -3.631 -5.040 -4.684 0.080
H -3.186 -3.587 -3.797 0.069
H -5.020 -4.965 -2.402 0.130
H -6.820 -3.143 -2.344 0.118
H -6.019 -2.399 -3.820 0.120
H -4.891 -0.951 -0.377 0.058
H -5.845 -2.453 -0.152 0.089
H -6.569 -1.234 -1.113 0.089
H -6.696 -4.695 -4.794 0.091
H -6.109 -6.028 -4.175 0.056
C -2.127 -4.209 -0.910 -0.037
C -1.548 -4.735 0.408 -0.432
C -2.533 -4.503 1.512 -0.236
O -2.618 -3.199 1.893 -0.192
C -3.836 -2.815 2.371 -0.115
N -1.228 -6.156 0.170 0.056
H -2.265 -3.178 -0.771 0.040
H -2.963 -4.807 -1.282 0.081
H -1.367 -4.287 -1.679 0.073
H -0.707 -4.135 0.617 0.086
H -2.259 -5.135 2.424 0.134
H -3.489 -4.932 1.157 0.134
H -4.086 -1.881 1.884 0.081
H -3.877 -2.837 3.445 0.092
H -4.651 -3.453 2.096 0.079
H -0.554 -6.187 -0.603 0.065
H -0.938 -6.696 0.981 0.071
C 2.786 -4.707 4.994 -0.024
C 1.460 -5.545 4.862 -0.403
C 0.652 -5.057 3.570 -0.218
O 0.579 -3.688 3.412 -0.208
C -0.295 -3.032 4.281 -0.119
N 1.598 -6.979 4.734 0.019
H 3.513 -4.889 4.174 0.081
H 3.229 -5.002 5.942 0.071
H 2.554 -3.680 5.016 0.050
H 0.796 -5.383 5.692 0.115
H -0.407 -5.448 3.528 0.116
H 1.245 -5.320 2.670 0.102
H -0.680 -2.182 3.758 0.052
H 0.141 -2.686 5.257 0.098
H -1.116 -3.688 4.621 0.094
H 0.882 -7.455 5.320 0.090
H 2.542 -7.256 4.993 0.068
C 0.909 1.347 6.171 -0.056
C 0.707 0.822 4.715 -0.346
C -0.089 1.959 3.949 -0.192
O 0.652 3.160 3.919 -0.231
C -0.107 4.212 3.293 -0.073
N 2.040 0.633 4.091 0.060
H 1.541 0.639 6.699 0.070
H 0.021 1.492 6.800 0.078
H 1.434 2.302 6.228 0.065
H 0.223 -0.173 4.729 0.116
H -1.085 2.028 4.421 0.112
H -0.337 1.693 2.913 0.100
H 0.576 5.068 3.236 0.077
H -0.978 4.600 3.884 0.106
H -0.466 3.926 2.323 0.057
H 2.496 1.521 4.234 0.037
H 1.920 0.538 3.102 0.038
C 0.697 -1.495 0.468 -0.012
C -0.386 -0.313 0.437 -0.342
C -1.162 -0.201 -0.906 -0.212
O -1.996 0.880 -0.826 -0.189
C -2.935 0.939 -1.856 -0.057
N -1.229 -0.578 1.628 0.077
H 0.102 -2.369 0.254 0.050
H 1.022 -1.508 1.506 0.069
H 1.540 -1.412 -0.200 0.053
H 0.127 0.638 0.585 0.112
H -1.717 -1.176 -1.061 0.132
H -0.420 -0.096 -1.681 0.102
H -3.606 0.138 -1.689 0.061
H -2.523 0.817 -2.827 0.068
H -3.386 1.928 -1.862 0.065
H -1.566 -1.536 1.629 0.038
H -2.042 0.047 1.665 0.047
C 2.701 -0.772 -3.033 -0.059
C 4.080 -0.044 -3.022 -0.388
C 4.460 0.260 -1.524 -0.173
O 4.341 -0.850 -0.627 -0.228
C 4.544 -0.439 0.702 -0.104
N 5.169 -0.827 -3.559 0.055
H 2.376 -1.007 -4.006 0.031
H 1.890 -0.094 -2.633 0.083
H 2.749 -1.731 -2.527 0.055
H 3.895 0.923 -3.531 0.139
H 3.722 1.047 -1.277 0.113
H 5.509 0.644 -1.589 0.136
H 3.814 0.342 1.119 0.108
H 5.541 -0.060 0.843 0.082
H 4.548 -1.290 1.331 0.062
H 5.215 -1.758 -3.206 0.044
H 5.051 -0.927 -4.551 0.063
```

Number 1: M 155.20 g mol⁻¹. Number 2: M 1073.66 g mol⁻¹. Number 3: M 1321.11 g mol⁻¹.